Below is a structure of composition C34H76MgO22S8 in a non-equilibrium geometry, with properties calculated with the ωB97M-V functional and the def2-TZVPD basis.

Structure (XYZ):
```
141
Properties=species:S:1:pos:R:3:forces:R:3
Mg 0.35088 0.05875 -1.93489 -0.51 0.84 -1.37
O 1.40222 -0.68408 -0.51502 -1.17 -0.91 1.93
C 0.52846 -0.86373 0.56913 -0.14 1.88 -1.52
C -0.86231 -0.10014 0.45185 0.11 -0.29 -1.53
O -1.22562 0.53881 -0.77356 1.58 -1.15 2.16
H 1.00744 -0.50852 1.48155 0.35 0.19 0.44
H 0.31885 -1.90648 0.80756 0.01 -0.60 -0.27
H -0.94234 0.58464 1.29611 -0.04 0.39 0.19
H -1.60921 -0.86850 0.65150 -0.55 -0.22 0.20
C -4.79658 0.35135 -0.19191 -0.75 -0.03 -1.60
C -5.11573 -0.51658 -1.50116 0.69 0.50 2.08
C -4.01791 -1.52079 -1.82906 0.96 1.34 0.11
O -4.65084 -2.76389 -1.92208 0.15 -1.00 -0.24
C -5.90543 -2.70363 -1.45782 -3.04 -1.21 0.24
O -6.68934 -3.65938 -1.34284 3.00 3.65 -0.26
O -6.19999 -1.36227 -1.18952 -0.89 -1.96 0.02
H -3.87415 0.92545 -0.27929 0.26 -0.31 -0.13
H -4.79109 -0.25306 0.71515 0.12 -0.25 -0.22
H -5.58281 1.09734 -0.07601 -0.16 -0.08 0.04
H -5.38542 0.09025 -2.36552 -0.02 0.18 0.12
H -3.25036 -1.51967 -1.05513 -0.04 -0.29 0.27
H -3.48784 -1.22128 -2.73317 -0.21 -0.51 -0.31
C 4.16955 -2.83884 -2.73752 -1.98 -0.34 -0.97
C 4.45373 -2.50415 -1.31380 -2.76 0.94 -2.02
C 3.84525 -3.40949 -0.30065 -0.37 -0.50 0.28
O 4.87590 -3.49852 0.68323 0.43 0.37 0.19
C 6.04300 -3.07280 0.12284 2.85 -0.99 0.85
O 7.16068 -3.19309 0.61362 -3.53 0.69 -1.47
O 5.76771 -2.59561 -1.14204 4.40 -0.22 2.13
H 3.08435 -2.88608 -2.82814 -0.44 -0.04 0.02
H 4.49357 -3.82628 -3.06627 0.53 0.15 0.15
H 4.39496 -2.05701 -3.46281 0.69 -0.08 0.19
H 4.09898 -1.48353 -1.17035 -0.01 0.30 0.23
H 3.66911 -4.40222 -0.71484 -0.10 -0.15 0.10
H 2.92823 -2.99109 0.11422 0.09 -0.13 0.19
C -2.95844 3.33487 2.67609 0.29 0.30 -0.43
C -2.98868 4.36089 1.53861 1.97 -1.84 -1.25
C -2.35119 3.79189 0.20267 1.64 -0.29 1.62
O -3.12645 4.39216 -0.77140 1.78 -0.23 -2.25
C -4.19767 4.89879 -0.27410 -5.47 1.26 -0.58
O -5.11049 5.39745 -0.94260 2.76 -1.17 2.14
O -4.26018 4.62264 1.06712 -1.72 1.18 -0.67
H -2.69078 2.36119 2.26572 0.00 -0.13 -0.11
H -3.93097 3.18284 3.14426 0.09 0.47 0.13
H -2.17495 3.59662 3.38724 -0.33 0.05 0.31
H -2.44702 5.29534 1.68522 -0.19 0.13 0.78
H -2.25926 2.71446 0.06562 -0.97 -0.39 0.20
H -1.30138 4.04411 0.05299 -0.08 0.77 0.22
C 6.09185 0.77587 -0.27819 -0.68 0.02 -1.06
C 5.22326 1.16699 0.90342 0.88 -1.45 -0.91
C 3.89058 0.44610 1.05970 -0.15 0.64 -0.90
O 3.77838 0.24819 2.46467 1.01 -0.29 -0.30
C 5.08370 0.19416 2.96249 -0.52 0.29 4.03
O 5.28043 -0.10814 4.15403 -0.19 0.85 -4.78
O 5.94653 0.68593 2.03617 -0.49 -0.20 1.79
H 6.11753 -0.29243 -0.49312 0.03 -0.08 0.49
H 7.12146 1.13037 -0.22995 -0.18 0.14 0.33
H 5.64082 1.20438 -1.17321 0.05 0.26 -0.22
H 5.05551 2.24316 0.86084 0.34 0.20 0.80
H 3.79803 -0.48053 0.49323 0.26 -0.18 0.34
H 3.12094 1.09771 0.64599 -0.46 -0.07 0.46
C -4.90708 -4.54340 1.32227 0.35 -0.70 -0.57
S -3.58406 -4.94422 2.51042 0.61 -0.58 0.27
O -3.17066 -6.38947 2.32896 -0.45 1.60 -0.33
C -2.15783 -3.93042 1.82081 -0.93 -0.93 -0.37
H -5.35886 -3.56671 1.49565 0.18 -0.02 0.13
H -5.65911 -5.32805 1.40514 -0.08 0.10 0.57
H -4.58267 -4.68015 0.29069 0.35 0.37 -0.06
H -2.23637 -2.86701 2.04682 -0.01 -0.14 0.22
H -2.15206 -4.09164 0.74282 0.00 0.03 -0.12
H -1.28990 -4.43483 2.24552 -0.02 0.32 0.21
C -1.95822 1.84899 -5.63469 -1.01 -0.48 -0.10
S -2.04879 0.97001 -4.01735 0.52 2.42 0.20
O -0.62154 1.08370 -3.47235 -1.62 0.40 -0.60
C -3.03425 2.32239 -3.12498 0.06 -0.61 0.22
H -1.74561 1.13098 -6.42675 0.26 -0.04 0.17
H -1.31223 2.72308 -5.71686 0.26 -0.25 0.63
H -2.96962 2.20539 -5.83001 -0.14 -0.05 0.02
H -2.66429 3.32964 -3.31649 0.45 -0.25 -0.03
H -3.00457 2.07762 -2.06323 0.63 -0.04 -0.03
H -4.10968 2.36981 -3.29615 -0.02 -0.50 -0.79
C 1.73315 -1.54206 4.63611 1.13 -0.59 -0.67
S 1.75466 -3.34845 4.76987 -1.16 -0.18 1.42
O 0.38962 -3.67532 5.37684 1.43 0.19 -1.42
C 1.83178 -3.83024 3.02043 -0.82 -0.25 0.25
H 2.74148 -1.23483 4.35865 0.23 0.06 0.27
H 1.51839 -1.22076 5.65530 -0.33 0.25 -0.33
H 1.12033 -1.18731 3.80744 -0.65 -0.02 0.44
H 1.00434 -3.33885 2.50859 0.24 0.28 -0.32
H 1.60264 -4.89495 2.97597 0.07 -0.08 0.29
H 2.82954 -3.70069 2.60116 -0.08 0.43 0.06
C 0.51341 4.32914 -2.52075 0.15 0.37 -1.11
S 0.76430 3.10448 -1.20147 1.04 0.61 -0.75
O 1.42669 1.88078 -1.80673 -0.11 1.12 0.57
C 2.06668 4.12345 -0.47775 0.98 0.63 0.33
H 1.38254 4.69996 -3.06408 0.94 -0.98 0.26
H 0.22417 5.31932 -2.16864 -1.07 -0.39 0.58
H -0.09840 3.91137 -3.32029 -0.58 0.07 0.49
H 1.64972 4.92186 0.13607 -0.38 -0.29 0.27
H 2.66589 4.67729 -1.20046 -0.21 -0.33 -0.54
H 2.81864 3.58017 0.09453 -0.51 -0.45 0.25
C -0.34853 -4.23962 -2.34823 0.19 0.63 -0.70
S -1.07234 -2.85136 -3.34186 2.10 0.39 0.42
O -0.48744 -1.58247 -2.71417 -1.20 -1.64 -0.15
C -0.06485 -3.06258 -4.85287 0.21 -0.25 0.64
H -0.32594 -5.17380 -2.90938 -0.83 -0.07 0.08
H -0.91059 -4.24591 -1.41434 0.11 -0.35 -0.13
H 0.71534 -4.05586 -2.19817 -0.07 0.62 0.25
H -0.17658 -2.15792 -5.45054 -0.55 -0.36 -0.25
H -0.34832 -4.02453 -5.27994 -0.34 0.36 -0.53
H 1.00574 -3.13252 -4.66043 -0.02 0.05 0.64
C -2.05587 -1.32007 4.53940 0.08 0.40 0.32
S -3.71959 -0.50033 4.83811 0.17 -1.28 3.08
O -4.31100 -1.13051 6.14154 1.29 1.36 -2.93
C -3.04542 1.14639 5.31964 -0.11 -0.47 -0.38
H -1.52085 -0.83114 3.72527 -0.40 0.08 -0.55
H -2.14486 -2.39047 4.35386 -0.41 0.14 -0.07
H -1.33459 -1.23384 5.35206 -0.53 0.12 0.59
H -2.46831 1.51198 4.47029 0.15 -0.01 0.11
H -2.43224 1.07363 6.21787 -0.06 -0.17 -0.09
H -3.86709 1.84309 5.48560 -0.10 -0.25 0.05
C 3.79562 1.41682 -4.05018 -0.24 0.84 0.43
S 2.55664 0.14591 -4.59014 -0.29 -0.28 0.93
O 1.60569 -0.15154 -3.40874 2.59 0.33 -2.78
C 1.68597 1.05761 -5.96768 0.10 0.36 1.16
H 4.28066 1.12226 -3.11955 -0.35 -0.69 -0.02
H 3.38119 2.39628 -3.81143 -0.66 -0.15 -0.12
H 4.61994 1.64593 -4.72553 -0.29 -0.69 -0.65
H 2.44973 1.52038 -6.59267 0.09 -0.10 0.11
H 1.06000 1.81869 -5.50184 0.07 0.05 -0.01
H 1.05614 0.41244 -6.58019 0.25 -0.34 0.32
C 1.96288 4.19391 3.92105 0.01 -0.30 0.04
S 0.89199 2.93557 4.76756 -1.22 1.72 -1.61
O -0.35388 3.72743 5.14377 1.32 -1.23 -0.28
C 0.44678 2.13968 3.12001 0.26 0.25 0.30
H 1.36365 4.88663 3.33014 -0.50 -0.13 0.27
H 2.61030 3.68970 3.20361 0.34 -0.12 0.36
H 2.51993 4.77600 4.65520 0.03 -0.26 0.00
H -0.07749 1.20258 3.30730 -0.18 0.19 0.07
H 1.27970 1.94527 2.44432 0.47 -0.19 0.47
H -0.15134 2.87568 2.58274 -0.40 -0.05 0.32
```
Forces are in eV/Å.

- net charge = +1
- spin multiplicity = 2
- highest occupied orbital energy (spin up / spin down) (eV) = -10.45 / -10.45
- Kohn-Sham gap (spin up / spin down) (Ha) = 0.287 / 0.149

***

Below is a cluster of 2 separate species, C3H11NS in total in a non-equilibrium geometry, with properties calculated with the ωB97M-V functional and the def2-TZVPD basis.

Structure (XYZ):
```
16
Properties=species:S:1:pos:R:3:forces:R:3
C 3.54056 0.29571 0.40492 -1.17 -0.32 0.09
S 1.87586 1.14936 0.09294 0.29 1.96 -0.15
H 4.29167 1.06384 0.18224 -0.19 -0.01 -0.26
H 3.56103 -0.55856 -0.25861 0.49 -0.25 0.11
H 3.58147 0.06327 1.46485 0.10 -0.37 0.03
C -1.71976 -0.45878 -1.35045 -0.78 -0.42 0.05
C -1.54830 -0.61522 0.14546 -0.32 0.93 0.49
N -1.71340 0.70604 0.82039 -0.43 -0.47 0.72
H -1.77021 -1.45100 -1.80579 0.06 0.06 -0.14
H -0.99322 0.14169 -1.88915 0.32 0.08 0.34
H -2.70153 0.01055 -1.48092 0.05 -0.01 -0.29
H -0.58472 -1.01770 0.44014 0.16 -0.13 -0.10
H -2.33433 -1.27179 0.53126 0.15 -0.44 -0.25
H -2.71801 0.87622 0.93203 0.21 0.10 -0.55
H -1.47521 0.55475 1.80456 0.52 0.20 -0.26
H 0.70810 0.51162 -0.03389 0.55 -0.91 0.18
```
Forces are in eV/Å.

- relative energy (zero: lowest compared OMol25 entry of this formula, charge and spin) (kJ/mol) = 119.8
- net charge = -1
- spin multiplicity = 2
- highest occupied orbital energy (spin up / spin down) (eV) = 1.23 / -4.56
- Kohn-Sham gap (spin up / spin down) (Ha) = 0.088 / 0.298

***

Below is a structure of composition C5H8N in a non-equilibrium geometry, with properties calculated with the ωB97M-V functional and the def2-TZVPD basis.

Structure (XYZ):
```
14
Properties=species:S:1:pos:R:3:forces:R:3
C -0.93870 0.23801 -0.45659 -6.80 -3.04 2.17
C -2.68421 -0.49972 0.18546 3.57 1.94 -1.33
C -0.36404 1.50726 -0.09230 0.42 1.19 1.31
C 1.37960 -0.64027 0.74689 0.88 0.75 1.02
C 0.30326 0.15841 0.17839 1.40 0.28 -1.44
N 1.56782 -0.36925 -0.74438 -1.61 -1.01 1.64
H -2.94247 -1.56535 -0.02362 0.44 1.22 0.11
H -3.38417 0.33517 0.46095 0.82 -1.09 -0.59
H 0.02700 2.06761 -0.93671 0.23 0.23 0.11
H -0.71772 2.16376 0.76851 0.39 -1.07 -1.12
H 2.10633 -0.02920 1.39724 -1.06 -1.33 -1.08
H 1.21167 -1.72183 1.03481 0.34 1.44 -0.50
H 2.22987 0.28173 -1.13646 0.26 -0.07 0.08
H 1.18308 -1.14968 -1.28064 0.73 0.55 -0.39
```
Forces are in eV/Å.

- relative energy (zero: lowest compared OMol25 entry of this formula, charge and spin) (kJ/mol) = 814.7
- net charge = +1
- highest occupied orbital energy (spin up / spin down) (eV) = -13.49 / -13.31
- Kohn-Sham gap (spin up / spin down) (Ha) = 0.347 / 0.292